Record 1
{"formula": "C16H45N12O18", "method": "the ωB97M-V functional and the def2-TZVPD basis", "e_homo_ev": -12.48, "orbital_gap_ev": 9.080, "e_lumo_ha": -0.1248, "total_charge": 1, "symbols": ["C", "C", "C", "C", "C", "C", "N", "C", "N", "N", "H", "H", "H", "H", "H", "H", "H", "H", "H", "H", "H", "H", "H", "H", "H", "H", "H", "H", "C", "N", "O", "O", "H", "H", "H", "C", "N", "O", "O", "H", "H", "H", "C", "N", "O", "O", "H", "H", "H", "C", "N", "O", "O", "H", "H", "H", "C", "N", "O", "O", "H", "H", "H", "C", "N", "O", "O", "H", "H", "H", "C", "N", "O", "O", "H", "H", "H", "C", "N", "O", "O", "H", "H", "H", "C", "N", "O", "O", "H", "H", "H"], "positions_angstrom": [[2.203, 0.296, 1.448], [2.058, 1.149, 0.186], [1.186, 0.507, -0.901], [-0.082, -0.131, -0.313], [-1.309, -0.009, -1.239], [-2.541, 0.193, -0.391], [-3.817, 0.147, -1.194], [-4.825, 0.445, -0.321], [-5.434, -0.555, 0.331], [-5.176, 1.709, -0.081], [3.162, 0.470, 1.928], [2.119, -0.767, 1.223], [1.422, 0.513, 2.175], [1.626, 2.120, 0.435], [3.054, 1.335, -0.209], [0.930, 1.239, -1.662], [1.777, -0.286, -1.362], [-0.326, 0.358, 0.632], [0.063, -1.187, -0.101], [-1.179, 0.808, -1.949], [-1.416, -0.936, -1.801], [-2.552, -0.564, 0.388], [-2.455, 1.163, 0.109], [-3.769, 0.876, -1.903], [-5.090, -1.470, 0.055], [-5.463, -0.471, 1.342], [-5.556, 1.977, 0.816], [-5.111, 2.417, -0.793], [-4.028, -2.918, 3.493], [-3.187, -2.288, 2.441], [-2.452, -1.373, 2.752], [-3.271, -2.729, 1.307], [-3.833, -2.416, 4.432], [-5.065, -2.814, 3.184], [-3.742, -3.964, 3.533], [-0.515, -6.344, 4.827], [-1.655, -5.516, 4.361], [-2.388, -5.006, 5.187], [-1.796, -5.384, 3.161], [-0.529, -6.363, 5.909], [-0.655, -7.334, 4.409], [0.393, -5.887, 4.444], [-3.002, 4.011, 1.101], [-3.575, 5.366, 1.325], [-4.123, 5.899, 0.377], [-3.460, 5.836, 2.430], [-3.181, 3.741, 0.067], [-1.937, 4.054, 1.310], [-3.497, 3.336, 1.795], [0.736, 6.010, -1.190], [0.074, 4.912, -0.435], [-0.532, 4.063, -1.060], [0.176, 4.930, 0.773], [0.554, 5.852, -2.246], [0.307, 6.943, -0.839], [1.795, 5.966, -0.952], [5.275, -1.224, -3.122], [4.626, 0.065, -2.764], [3.786, 0.519, -3.512], [4.984, 0.596, -1.731], [4.861, -1.564, -4.063], [6.338, -1.038, -3.207], [5.070, -1.920, -2.315], [9.390, 0.656, -5.165], [8.905, -0.749, -5.100], [9.721, -1.639, -5.133], [7.700, -0.909, -5.020], [10.471, 0.635, -5.231], [8.943, 1.118, -6.041], [9.059, 1.159, -4.262], [-8.943, 2.549, 1.053], [-8.595, 2.564, 2.499], [-9.377, 2.098, 3.289], [-7.499, 3.027, 2.772], [-9.910, 2.083, 0.910], [-8.939, 3.573, 0.695], [-8.153, 1.967, 0.586], [-4.953, -8.049, 5.480], [-3.845, -8.865, 4.911], [-2.726, -8.383, 4.918], [-4.128, -9.956, 4.481], [-4.541, -7.107, 5.821], [-5.685, -7.909, 4.690], [-5.385, -8.619, 6.296], [12.291, 3.146, -6.715], [11.119, 3.590, -5.907], [10.044, 3.676, -6.464], [11.321, 3.832, -4.737], [11.955, 2.969, -7.729], [13.031, 3.939, -6.671], [12.679, 2.243, -6.255]], "atomic_forces_ev_per_a": [[-0.2, 0.0, 0.0], [0.0, 0.0, -0.1], [0.3, -0.5, 0.6], [-0.4, 0.6, -0.4], [0.1, -0.5, -0.1], [0.5, 0.0, 0.2], [-0.5, 0.2, -0.5], [-0.3, 0.5, 0.1], [1.3, -0.3, 0.6], [-0.2, -0.3, 0.2], [0.1, 0.0, 0.1], [0.2, -0.1, -0.1], [0.0, 0.0, 0.1], [0.0, 0.1, 0.1], [0.0, 0.1, -0.2], [0.1, 0.1, -0.1], [0.0, 0.1, -0.3], [0.0, 0.0, 0.1], [0.1, 0.0, 0.2], [-0.1, 0.1, 0.0], [-0.1, 0.0, -0.2], [-0.3, -0.2, -0.1], [-0.1, 0.1, 0.0], [0.2, -0.1, -0.1], [0.2, 0.0, 0.0], [-0.8, 0.1, 0.0], [-0.7, 0.0, -0.2], [0.6, 0.2, 0.1], [0.0, 0.0, 0.0], [0.3, 0.0, 0.0], [-0.1, 0.0, 0.1], [-0.3, 0.0, 0.0], [0.0, 0.0, 0.0], [0.0, 0.0, 0.0], [0.0, 0.0, 0.0], [0.1, 0.0, 0.1], [0.0, 0.0, -0.1], [0.1, -0.1, 0.1], [0.0, 0.0, 0.0], [0.0, 0.0, 0.0], [0.0, 0.0, 0.0], [0.0, 0.0, -0.1], [0.0, -0.1, 0.0], [0.0, 0.0, -0.1], [0.0, 0.0, 0.0], [0.0, 0.0, 0.0], [0.1, 0.0, 0.0], [0.0, 0.0, 0.1], [0.1, 0.0, 0.1], [0.0, 0.0, -0.1], [0.0, 0.0, 0.0], [-0.1, 0.0, -0.1], [0.0, 0.0, 0.0], [0.0, 0.0, 0.0], [0.0, 0.0, 0.0], [0.0, 0.0, 0.0], [-0.1, -0.1, 0.0], [0.0, 0.1, 0.0], [-0.1, -0.1, -0.1], [0.1, -0.1, 0.1], [0.0, 0.0, 0.0], [0.0, 0.0, 0.0], [0.0, 0.0, 0.0], [0.1, 0.0, 0.0], [0.0, 0.0, 0.0], [0.0, 0.0, 0.0], [0.1, 0.0, 0.0], [0.0, 0.0, 0.0], [-0.1, 0.0, 0.0], [-0.1, 0.0, 0.0], [-0.1, -0.1, -0.1], [0.0, 0.0, 0.0], [0.0, 0.1, 0.0], [0.1, -0.1, 0.0], [0.0, 0.0, 0.1], [0.1, 0.0, 0.0], [-0.1, 0.1, -0.2], [0.0, 0.1, 0.0], [0.0, 0.0, 0.0], [0.0, 0.0, 0.0], [0.0, 0.0, 0.0], [0.0, 0.0, 0.0], [0.0, 0.0, 0.0], [0.0, 0.0, 0.0], [0.0, 0.0, -0.1], [0.1, 0.0, 0.0], [0.0, -0.1, 0.0], [0.0, 0.0, 0.0], [0.0, 0.0, 0.0], [0.0, 0.0, 0.1], [0.0, 0.0, 0.0]]}

***

Record 2
{"formula": "C16H45N4O5Sr", "method": "the ωB97M-V functional and the def2-TZVPD basis", "e_homo_ev": -11.76, "orbital_gap_ev": 8.715, "e_lumo_ha": -0.1121, "total_charge": 1, "relative_energy_kcal_mol": 354.83, "symbols": ["Sr", "O", "H", "C", "C", "C", "O", "C", "N", "H", "H", "H", "H", "H", "H", "H", "H", "H", "H", "H", "C", "C", "C", "O", "C", "N", "H", "H", "H", "H", "H", "H", "H", "H", "H", "H", "H", "C", "C", "C", "O", "C", "N", "H", "H", "H", "H", "H", "H", "H", "H", "H", "H", "H", "C", "C", "C", "O", "C", "N", "H", "H", "H", "H", "H", "H", "H", "H", "H", "H", "H"], "positions_angstrom": [[1.699, -1.764, 0.360], [0.774, -0.346, -0.282], [-0.026, 0.124, 0.024], [4.218, 0.429, 1.762], [3.008, 0.680, 0.921], [3.210, 0.141, -0.593], [3.307, -1.340, -0.610], [4.676, -1.838, -0.811], [1.866, 0.115, 1.566], [4.339, -0.597, 2.109], [4.206, 1.063, 2.649], [5.180, 0.661, 1.306], [2.783, 1.723, 0.700], [3.957, 0.546, -1.275], [2.341, 0.438, -1.181], [5.368, -1.491, -1.578], [4.620, -2.924, -0.873], [5.263, -1.617, 0.081], [1.050, 0.154, 0.973], [1.598, 0.802, 2.257], [-1.678, -2.093, -0.983], [-0.714, -2.097, -2.254], [-1.075, -1.009, -3.343], [-2.373, -1.219, -3.834], [-2.866, -0.217, -4.704], [0.648, -1.872, -1.808], [-1.427, -2.844, -0.233], [-2.722, -2.216, -1.272], [-1.567, -1.103, -0.541], [-0.843, -3.004, -2.845], [-0.346, -0.968, -4.152], [-1.052, -0.011, -2.905], [-3.115, 0.690, -4.153], [-3.837, -0.515, -5.101], [-2.239, -0.044, -5.579], [0.697, -1.034, -1.247], [0.795, -2.604, -1.129], [0.512, 3.854, -0.360], [0.664, 2.443, -0.005], [-0.543, 1.923, 0.788], [-0.740, 2.661, 2.009], [-1.953, 2.397, 2.687], [0.899, 1.687, -1.215], [0.834, 4.451, 0.493], [-0.498, 4.219, -0.546], [1.012, 4.318, -1.209], [1.554, 2.439, 0.624], [-0.585, 0.847, 0.951], [-1.386, 2.081, 0.115], [-1.734, 2.818, 3.668], [-2.131, 1.334, 2.852], [-2.853, 2.969, 2.462], [1.747, 2.109, -1.566], [0.980, 0.705, -0.993], [-0.550, -1.171, 2.723], [-1.784, -1.961, 2.139], [-2.566, -1.062, 1.197], [-3.116, 0.057, 1.897], [-3.836, 0.966, 1.124], [-1.224, -3.064, 1.419], [-0.172, -1.732, 3.577], [-0.824, -0.157, 3.011], [0.147, -1.117, 1.886], [-2.480, -2.340, 2.887], [-3.375, -1.477, 0.596], [-1.942, -0.758, 0.357], [-4.099, 1.892, 1.636], [-4.807, 0.476, 1.056], [-3.490, 1.174, 0.112], [-1.129, -2.649, 0.503], [-0.258, -3.130, 1.705]], "atomic_forces_ev_per_a": [[1.4, -13.5, 9.3], [-9.4, 7.5, 0.2], [-0.1, -0.5, -1.2], [1.3, 0.5, 0.7], [1.8, -0.1, -3.1], [-0.3, 0.1, 0.2], [8.4, 2.3, -4.6], [0.5, -0.6, 1.4], [0.6, 2.3, 4.2], [-0.5, -0.2, 0.0], [-0.2, -0.1, 0.2], [-0.2, 0.2, -0.5], [1.2, 0.0, 0.4], [0.9, 0.1, 1.1], [1.0, -0.8, 0.3], [-1.2, 0.6, -0.8], [-0.2, 0.1, -0.2], [-0.3, 0.0, 0.4], [1.2, 1.1, 1.1], [0.3, -0.2, 1.1], [0.8, 0.5, -5.4], [-1.7, 0.7, -0.9], [-0.3, 0.4, 1.1], [-0.3, -0.7, -0.1], [-0.6, -0.1, 0.1], [-0.1, -4.4, -3.8], [-2.3, -1.1, -6.6], [0.1, 0.0, 0.0], [0.9, -1.4, -2.7], [0.3, -0.4, 0.4], [0.3, -0.5, -0.1], [0.2, 0.4, 0.4], [0.6, 0.4, 0.0], [0.1, -0.6, 0.1], [0.4, 0.2, 0.2], [-1.2, -0.2, -2.5], [-0.7, -1.3, -1.8], [-0.9, 3.4, 0.5], [0.1, -0.6, 0.3], [-1.2, 1.9, -0.1], [0.7, -0.8, -1.8], [0.8, 0.7, 2.6], [-0.3, 2.8, -1.3], [0.0, 0.2, 0.1], [-0.5, -0.5, 0.1], [0.7, -0.9, -0.2], [-0.5, 0.0, 0.5], [-0.2, 0.2, 1.1], [-0.3, 0.2, -0.1], [0.1, -0.1, 0.4], [-0.1, 0.6, -0.3], [0.4, 0.0, -1.1], [-0.2, 0.0, -0.8], [0.2, 1.8, -1.4], [-2.1, -0.3, -0.1], [0.0, 1.3, 1.2], [-1.5, 2.0, 0.6], [1.6, -0.9, 0.7], [-2.5, -0.8, -0.4], [0.9, -1.1, 1.4], [0.4, 0.2, -0.1], [0.2, -0.1, 0.2], [-0.4, 0.0, 0.9], [0.2, 0.2, 0.4], [-0.3, -0.9, 0.5], [-0.7, 1.8, 3.1], [0.7, -0.3, 0.1], [-0.5, 0.1, -0.8], [0.5, -0.1, 0.0], [2.0, 0.4, 4.5], [0.2, -0.9, 0.7]]}